Here is a structure of composition C46H53Cl2MoN3O6S2Si in a non-equilibrium geometry from the OMol25 dataset. Energies are from ωB97M-V with the def2-TZVPD basis set.

CARTESIAN COORDINATES (ANGSTROEM)
1 Mo 0.08 0.85 -1.23
2 C -1.26 1.31 0.51
3 Si -1.41 -0.04 1.85
4 C 0.25 -0.43 2.74
5 N 1.17 -1.34 2.06
6 C 0.81 -2.73 2.28
7 C 1.99 -3.65 2.02
8 C 3.10 -3.41 3.06
9 C 3.13 -1.92 3.48
10 C 2.59 -1.07 2.34
11 C -3.06 -0.99 2.21
12 C -4.27 -0.49 1.72
13 C -5.48 -1.15 1.91
14 C -5.51 -2.35 2.61
15 C -4.32 -2.87 3.12
16 C -3.12 -2.20 2.91
17 C -1.95 1.23 3.36
18 C -1.98 0.77 4.68
19 C -2.42 1.54 5.75
20 C -2.89 2.83 5.53
21 C -2.90 3.32 4.23
22 C -2.44 2.53 3.18
23 H -0.89 2.18 1.06
24 H -2.30 1.55 0.20
25 H 0.10 -0.75 3.79
26 H 0.71 0.56 2.80
27 H -0.03 -2.99 1.63
28 H 0.47 -2.89 3.33
29 H 2.37 -3.46 1.01
30 H 1.66 -4.69 2.05
31 H 4.07 -3.70 2.65
32 H 2.93 -4.04 3.94
33 H 4.14 -1.61 3.75
34 H 2.50 -1.76 4.36
35 H 3.18 -1.27 1.43
36 H 2.70 -0.01 2.53
37 H -4.28 0.46 1.18
38 H -6.40 -0.74 1.51
39 H -6.44 -2.87 2.77
40 H -4.33 -3.81 3.66
41 H -2.20 -2.64 3.29
42 H -1.66 -0.25 4.89
43 H -2.42 1.14 6.76
44 H -3.24 3.45 6.35
45 H -3.27 4.33 4.03
46 H -2.47 2.96 2.18
47 C 4.04 3.08 0.67
48 C 3.13 2.23 -0.19
49 S 1.52 1.97 0.45
50 C 3.54 1.70 -1.36
51 C 4.92 1.93 -1.91
52 S 2.48 0.71 -2.35
53 H 3.48 3.50 1.50
54 H 4.48 3.91 0.11
55 H 4.87 2.49 1.09
56 H 5.65 2.17 -1.13
57 H 4.93 2.76 -2.63
58 H 5.27 1.05 -2.45
59 C -2.07 -1.60 -1.59
60 C -0.99 -0.99 -0.72
61 O -1.16 -1.30 0.55
62 H -2.17 -2.66 -1.32
63 H -1.88 -1.49 -2.65
64 H -3.01 -1.11 -1.33
65 C -2.35 5.81 -1.00
66 C -1.42 4.83 -1.63
67 C -0.69 4.88 -2.80
68 C -0.02 3.64 -2.89
69 N -0.34 2.89 -1.83
70 N -1.18 3.64 -1.09
71 C 0.90 3.26 -4.00
72 H -2.37 6.73 -1.58
73 H -2.04 6.05 0.02
74 H -3.37 5.42 -0.95
75 H -0.66 5.68 -3.52
76 H -1.46 3.25 -0.20
77 H 1.09 4.14 -4.61
78 H 0.47 2.48 -4.63
79 H 1.83 2.86 -3.61
80 C 4.87 -2.57 -2.21
81 C 4.35 -3.85 -1.63
82 C 5.09 -4.55 -0.68
83 C 4.62 -5.74 -0.15
84 Cl 5.60 -6.60 1.02
85 C 3.41 -6.27 -0.55
86 C 2.66 -5.58 -1.48
87 C 3.12 -4.39 -2.02
88 O 2.37 -3.80 -3.01
89 C 1.81 -2.53 -2.70
90 C 0.71 -2.60 -1.66
91 O 0.18 -3.61 -1.30
92 O 0.39 -1.37 -1.22
93 H 5.96 -2.54 -2.15
94 H 4.47 -1.69 -1.69
95 H 4.58 -2.47 -3.26
96 H 6.04 -4.15 -0.35
97 H 3.05 -7.20 -0.12
98 H 1.68 -5.94 -1.79
99 H 1.35 -2.16 -3.62
100 H 2.54 -1.79 -2.38
101 Cl -6.56 3.81 -2.63
102 C -5.09 2.94 -3.05
103 C -4.53 2.07 -2.14
104 C -3.36 1.41 -2.48
105 C -2.75 1.61 -3.71
106 C -3.35 2.47 -4.62
107 C -4.52 3.15 -4.30
108 C -1.46 0.90 -4.10
109 O -1.23 0.79 -5.30
110 O -0.74 0.41 -3.16
111 H -5.00 1.91 -1.18
112 H -2.89 0.73 -1.77
113 H -2.88 2.60 -5.58
114 H -4.98 3.84 -4.99

Properties
LUMO energy (alpha / beta)	0.140 / 0.140	Eh
<S²>	2.030
orbital gap (alpha / beta)	5.11 / 5.42	eV
ΔE to the lowest compared entry with this formula, charge and spin	0.183	eV
total charge	-2
multiplicity	3
E_tot	-4474.96522	hartree
highest occupied orbital energy (alpha / beta)	-1.29 / -1.61	eV

Atomic partial charges in e from the Mulliken method, atoms 1 to 99:
1 Mo -0.786
2 C -1.725
3 Si 1.622
4 C -1.734
5 N 0.718
6 C -0.737
7 C -0.010
8 C -0.827
9 C -0.990
10 C -0.303
11 C 1.075
12 C -0.472
13 C -0.654
14 C -0.660
15 C -0.746
16 C -0.400
17 C 1.009
18 C -0.494
19 C -0.775
20 C -0.503
21 C -0.818
22 C -0.489
23 H 1.062
24 H 0.734
25 H 0.232
26 H 0.439
27 H 0.267
28 H 0.308
29 H -0.459
30 H 0.587
31 H 0.327
32 H 0.337
33 H 0.469
34 H 0.262
35 H 0.033
36 H 0.524
37 H 0.233
38 H 0.407
39 H 0.342
40 H 0.399
41 H 0.187
42 H 0.185
43 H 0.375
44 H 0.341
45 H 0.391
46 H 0.148
47 C -2.086
48 C 1.160
49 S -0.012
50 C 0.256
51 C -1.675
52 S -0.549
53 H 0.461
54 H 0.389
55 H 0.344
56 H 0.418
57 H 0.271
58 H 0.281
59 C -2.866
60 C 2.087
61 O -0.439
62 H 0.580
63 H 0.329
64 H 0.618
65 C -1.457
66 C 0.952
67 C -1.621
68 C 0.566
69 N 1.398
70 N 0.052
71 C -1.040
72 H 0.393
73 H 0.302
74 H 0.257
75 H 0.399
76 H -0.192
77 H 0.424
78 H 0.076
79 H -0.045
80 C -1.752
81 C 1.217
82 C -0.791
83 C 0.355
84 Cl -0.282
85 C -0.734
86 C -0.130
87 C 0.147
88 O -0.659
89 C 0.425
90 C 0.231
91 O -0.613
92 O 0.161
93 H 0.517
94 H 0.194
95 H 0.386
96 H 0.397
97 H 0.419
98 H 0.397
99 H 0.227